1.
DFT (the ωB97M-V functional and the def2-TZVPD basis) results for 9 unconnected molecules or ions with the total composition C34H41F8IN3O27 at a distorted geometry.

```
114
Properties=species:S:1:pos:R:3:forces:R:3
C -5.490 0.626 2.392 -0.138 0.010 -0.161
C -5.382 0.130 0.989 -0.521 0.555 -0.672
O -5.791 0.697 0.014 0.445 -0.440 0.547
O -4.767 -1.113 0.872 0.153 -0.016 0.227
C -3.389 -1.029 0.536 -0.387 0.245 -0.410
C -3.023 -2.397 -0.014 0.786 -1.113 1.174
N -1.895 -2.441 -0.991 -1.242 1.758 -1.245
C -2.263 -2.724 -2.410 -0.037 -0.281 0.021
C -2.181 -1.551 -3.404 -0.076 -0.309 -0.199
C -3.521 -1.318 -4.139 0.310 -0.056 -0.386
C -3.813 0.123 -4.491 -1.043 0.775 0.863
O -4.608 0.771 -3.876 0.689 -0.448 -0.528
I -2.782 1.076 -6.123 0.135 -0.324 0.028
C -1.619 -0.313 -2.749 0.400 0.441 -0.326
N -0.611 -0.610 -1.721 -0.811 -1.223 -0.992
C -0.938 -1.531 -0.810 0.984 -0.230 1.615
N -0.234 -1.530 0.392 -1.702 -0.103 -0.763
H -5.872 -0.168 3.026 0.049 -0.046 0.180
H -6.142 1.489 2.415 -0.106 0.074 0.032
H -4.506 0.932 2.744 0.133 -0.120 0.116
H -3.256 -0.231 -0.200 0.107 -0.030 -0.198
H -2.810 -0.785 1.427 0.117 0.006 0.079
H -2.739 -3.016 0.835 -0.021 -0.176 0.048
H -3.904 -2.865 -0.432 0.014 0.078 -0.443
H -3.257 -3.155 -2.426 -0.105 -0.078 0.201
H -1.598 -3.518 -2.739 0.123 -0.089 0.038
H -1.475 -1.843 -4.178 0.212 -0.016 0.024
H -4.367 -1.650 -3.545 -0.107 0.063 0.145
H -3.488 -1.897 -5.059 -0.173 -0.091 -0.094
H -2.379 0.348 -2.338 -0.123 -0.154 0.371
H -1.118 0.255 -3.525 0.106 0.255 0.105
H 0.328 -0.728 -2.095 0.294 0.933 0.451
H 0.554 -2.146 0.514 -0.316 -0.153 0.116
H -0.482 -0.890 1.123 0.127 0.380 -0.266
C 2.149 2.517 -1.348 -0.260 0.242 0.261
C 3.213 2.755 -2.394 -0.151 -0.373 0.453
O 2.990 1.670 -3.294 -0.162 0.275 -0.202
C 1.692 1.319 -3.196 -0.094 -0.056 0.227
O 1.114 0.592 -3.942 0.147 -0.219 -0.023
O 1.115 1.876 -2.109 0.136 0.093 -0.121
F 4.430 2.616 -1.827 0.393 0.034 -0.222
H 2.499 1.827 -0.579 0.120 0.035 -0.077
H 1.793 3.430 -0.881 -0.179 -0.001 -0.123
H 3.133 3.698 -2.926 0.261 0.021 -0.028
C 4.968 -0.202 -0.282 0.197 0.196 -0.170
C 5.478 -1.620 -0.409 0.170 0.081 0.166
O 4.448 -2.361 0.247 -0.447 -0.034 -0.291
C 3.297 -1.670 0.105 0.845 0.182 0.110
O 2.206 -2.116 0.287 0.882 -0.433 -0.044
O 3.542 -0.405 -0.286 -0.133 -0.202 0.028
F 6.649 -1.803 0.229 -0.177 -0.046 0.073
H 5.282 0.245 0.661 -0.061 -0.090 0.072
H 5.252 0.440 -1.109 -0.139 -0.014 -0.055
H 5.573 -1.985 -1.433 0.060 -0.032 0.017
C 0.692 7.420 -2.421 -0.073 0.001 0.127
C 0.977 5.964 -2.132 0.166 0.087 -0.009
O 1.877 6.028 -1.048 -0.227 -0.146 0.112
C 1.616 7.194 -0.362 0.007 0.150 -0.105
O 2.010 7.427 0.724 0.100 -0.012 0.072
O 0.838 7.999 -1.114 0.022 -0.132 -0.091
F 1.594 5.327 -3.170 -0.033 0.035 0.015
H 1.438 7.842 -3.092 0.075 -0.098 -0.040
H -0.297 7.598 -2.821 -0.077 0.116 0.144
H 0.103 5.379 -1.838 -0.013 -0.073 -0.154
C 1.169 -1.153 3.037 0.022 -0.079 -0.061
C 2.352 -0.522 3.726 -0.028 0.141 -0.124
O 1.803 0.702 4.200 -0.031 -0.226 0.179
C 0.474 0.497 4.412 0.066 0.289 0.024
O -0.230 1.217 5.036 -0.034 -0.020 -0.043
O 0.070 -0.644 3.807 0.022 -0.155 -0.218
F 3.359 -0.251 2.846 -0.102 0.080 0.003
H 1.081 -0.809 2.006 0.424 0.252 0.355
H 1.197 -2.236 3.058 -0.178 0.028 0.223
H 2.750 -1.084 4.566 0.201 -0.078 -0.138
C 1.655 -6.785 2.294 0.108 -0.091 -0.102
C 0.237 -6.311 2.061 -0.047 -0.164 0.178
O 0.031 -5.430 3.152 0.040 0.246 -0.231
C 1.247 -4.931 3.513 0.093 -0.282 0.100
O 1.410 -3.992 4.217 -0.058 0.005 0.071
O 2.237 -5.652 2.948 -0.052 -0.025 -0.056
F -0.664 -7.318 2.121 0.021 0.057 0.056
H 1.678 -7.646 2.964 -0.112 -0.006 0.015
H 2.191 -7.021 1.380 0.099 0.161 0.017
H 0.091 -5.764 1.128 -0.089 -0.060 -0.051
C 1.546 -1.817 8.342 -0.178 -0.003 0.002
C 2.459 -0.784 8.968 0.073 -0.162 0.113
O 3.680 -1.008 8.281 -0.099 0.185 -0.157
C 3.379 -1.515 7.060 0.034 -0.059 0.189
O 4.128 -1.576 6.142 0.090 -0.031 -0.019
O 2.091 -1.925 7.021 -0.074 0.061 0.031
F 2.642 -0.994 10.290 0.055 -0.040 -0.070
H 1.630 -2.778 8.851 0.080 0.035 0.076
H 0.504 -1.513 8.306 0.020 0.046 -0.191
H 2.147 0.251 8.814 0.007 0.027 0.096
C 1.613 11.002 -6.257 -0.033 0.120 -0.089
C 2.411 9.728 -6.437 0.042 0.053 0.196
O 1.759 8.840 -5.538 -0.064 -0.093 -0.253
C 0.465 9.249 -5.421 -0.026 0.120 0.027
O -0.403 8.595 -4.946 -0.018 -0.022 0.007
O 0.316 10.490 -5.919 0.103 0.044 -0.066
F 3.703 9.868 -6.067 -0.038 -0.025 0.074
H 1.999 11.594 -5.426 0.087 -0.070 0.027
H 1.565 11.615 -7.150 -0.188 -0.060 -0.033
H 2.375 9.306 -7.442 0.098 -0.009 -0.011
C -5.269 -7.477 0.149 -0.147 -0.058 0.038
C -4.637 -6.156 0.528 0.210 -0.160 0.090
O -3.687 -5.967 -0.511 -0.308 0.253 0.020
C -4.167 -6.611 -1.621 0.101 -0.104 -0.015
O -3.756 -6.433 -2.715 0.077 0.063 -0.088
O -5.165 -7.448 -1.281 0.009 0.021 0.109
F -3.987 -6.208 1.715 0.036 0.009 -0.076
H -4.696 -8.317 0.543 0.088 0.062 0.041
H -6.306 -7.567 0.456 -0.056 0.028 -0.182
H -5.330 -5.312 0.543 0.023 0.028 0.095
```
Positions in Å, forces in eV/Å.

Calculated values
net charge: +1
energy: -4612.4310 hartree
highest occupied orbital energy: -11.8 eV



2.
DFT (the ωB97M-V functional and the def2-TZVPD basis) results for a molecular structure, C34H41IrN7O2S at a distorted geometry.

```
86
Properties=species:S:1:pos:R:3:forces:R:3
Ir -1.084 0.112 0.785 -3.259 -2.059 0.871
N -2.165 1.929 0.792 -0.022 0.170 -0.195
C -2.784 2.365 2.057 0.038 -0.039 0.073
C -1.743 2.191 3.149 -0.101 -0.143 0.020
N -1.293 0.784 3.173 0.412 0.290 0.047
C 0.042 0.617 3.769 -0.223 0.145 0.038
C 1.103 1.288 2.906 0.118 -0.126 -0.158
N 0.859 1.032 1.471 1.061 0.757 0.240
C -2.307 -0.088 3.817 0.137 0.070 -0.228
C -2.549 -1.298 2.945 -0.202 0.064 0.137
N -2.753 -0.827 1.550 0.370 -0.297 -0.219
H -1.444 2.624 0.558 0.055 0.095 -0.078
H -2.832 1.929 0.024 -0.036 0.068 -0.003
H -3.681 1.776 2.252 -0.009 0.019 0.048
H -3.101 3.406 1.987 0.017 0.011 0.026
H -2.133 2.501 4.123 -0.014 -0.019 0.015
H -0.891 2.826 2.921 0.013 0.004 -0.041
H 0.219 -0.457 3.832 -0.030 0.013 0.033
H 0.076 1.015 4.789 -0.002 0.031 0.006
H 2.088 0.927 3.197 -0.007 0.002 0.066
H 1.120 2.366 3.057 -0.039 0.002 0.118
H 1.619 0.501 1.057 0.030 0.104 0.039
H 0.795 1.940 1.006 0.123 -0.104 -0.062
H -3.230 0.480 3.937 -0.004 -0.042 0.002
H -1.990 -0.384 4.819 0.015 -0.009 -0.005
H -3.416 -1.865 3.288 -0.017 0.011 -0.017
H -1.693 -1.966 2.937 0.004 0.019 0.025
H -3.561 -0.213 1.494 -0.089 -0.051 -0.011
H -2.946 -1.632 0.950 -0.163 0.017 0.016
C 2.670 -2.473 -5.778 -0.007 -0.005 -0.002
C 1.725 -1.762 -4.853 0.005 -0.014 -0.024
C 0.422 -1.465 -5.247 0.023 0.004 -0.027
C -0.454 -0.817 -4.394 0.046 -0.092 0.085
C -0.020 -0.474 -3.116 -0.176 -0.456 -0.147
C 1.276 -0.754 -2.697 -0.047 0.086 -0.062
C 2.136 -1.390 -3.571 0.060 -0.020 0.030
S -1.129 0.400 -2.094 0.675 1.331 0.086
O -2.094 1.014 -2.950 -0.311 -0.169 0.113
O -1.732 -0.538 -1.063 -0.013 0.163 0.531
N -0.345 1.333 -1.097 0.761 1.427 -1.229
C 0.202 2.564 -1.652 0.028 -0.866 -0.254
C 0.550 2.654 -2.981 0.132 0.246 -0.069
C 1.084 3.826 -3.551 -0.030 -0.074 -0.022
C 1.298 4.933 -2.791 -0.035 -0.021 0.049
C 0.976 4.886 -1.418 0.058 0.051 -0.046
C 1.195 6.002 -0.581 0.006 0.056 0.004
C 0.882 5.944 0.745 0.014 -0.015 -0.018
C 0.334 4.750 1.231 -0.020 -0.005 -0.005
N 0.109 3.685 0.491 -0.022 -0.009 -0.007
C 0.426 3.716 -0.840 -0.053 0.040 0.203
H 2.352 -2.389 -6.815 -0.007 0.007 0.004
H 2.710 -3.535 -5.529 0.002 0.002 -0.003
H 3.681 -2.077 -5.693 -0.004 0.005 0.012
H 0.093 -1.727 -6.245 0.006 -0.010 0.003
H -1.455 -0.565 -4.714 0.012 0.008 0.007
H 1.619 -0.438 -1.722 -0.020 0.029 0.018
H 3.156 -1.587 -3.262 0.001 -0.007 -0.008
H 0.427 1.814 -3.645 -0.048 -0.028 0.017
H 1.325 3.825 -4.606 -0.004 0.017 0.002
H 1.706 5.842 -3.212 0.012 -0.007 0.007
H 1.617 6.901 -1.013 -0.002 -0.006 -0.001
H 1.043 6.780 1.410 -0.004 0.001 -0.004
H 0.070 4.684 2.282 -0.026 -0.025 -0.006
C -2.200 -5.469 0.788 0.045 0.035 0.011
C -1.188 -5.180 1.695 -0.034 0.035 0.070
C -0.559 -3.950 1.670 0.079 -0.051 0.066
C -0.926 -2.963 0.739 0.087 0.206 0.163
C -1.918 -3.280 -0.195 -0.179 0.202 -0.188
C -2.551 -4.517 -0.157 0.078 0.036 -0.049
N -0.232 -1.699 0.831 0.928 -1.332 -0.065
C 1.181 -1.995 0.863 -0.006 -0.029 -0.158
C 1.696 -2.732 -0.208 -0.061 -0.008 -0.073
C 3.034 -3.082 -0.243 0.066 0.076 -0.041
C 3.885 -2.719 0.794 -0.049 -0.042 -0.028
C 3.374 -2.032 1.883 -0.103 -0.048 0.006
C 2.029 -1.684 1.921 -0.061 0.123 0.205
H -2.694 -6.431 0.805 0.004 0.001 0.003
H -0.889 -5.915 2.430 0.000 0.010 -0.008
H 0.226 -3.742 2.386 0.002 0.002 0.006
H -2.162 -2.594 -0.993 -0.005 0.021 0.111
H -3.304 -4.743 -0.900 0.007 0.013 -0.001
H 1.039 -3.021 -1.018 0.007 -0.002 0.007
H 3.413 -3.646 -1.085 -0.008 -0.001 0.011
H 4.928 -3.004 0.771 -0.001 0.014 -0.014
H 4.011 -1.798 2.725 -0.021 0.009 0.001
H 1.628 -1.247 2.823 0.039 0.081 -0.074
```
Positions in Å, forces in eV/Å.

Calculated values
net charge: +2
energy: -2355.9670 hartree
relative energy (zero: lowest compared OMol25 entry of this formula, charge and spin): 1.7210 eV
highest occupied orbital energy (alpha / beta): -12.9 / -12.9 eV
2S+1: 2



- Among the records above, which one has the highest energy?
  C34H41IrN7O2S